Model P:
15
Properties=species:S:1:pos:R:3 method="wB97M-V/def2-TZVPD" smiles=CSSCCN gap_ev=9.756 charge=0
C 2.47574 1.42675 0.60669
S 1.28617 0.46112 1.55709
S 1.13871 -1.26401 0.58388
C -0.23312 -0.98913 -0.57463
C -1.58695 -0.90138 0.10516
N -2.62140 -0.19303 -0.67024
H 3.48604 1.28878 1.01888
H 2.55729 1.12985 -0.43206
H 2.23999 2.49298 0.61409
H -0.22474 -1.79360 -1.30135
H 0.04722 -0.11155 -1.16717
H -1.45745 -0.44094 1.08053
H -1.95734 -1.91126 0.25962
H -2.92988 0.62233 -0.15570
H -2.22028 0.18309 -1.52479

***

Model Q:
15
Properties=species:S:1:pos:R:3 method="wB97M-V/def2-TZVPD" smiles="C=NC.CSS" gap_ev=9.515 charge=0
C -2.18470 -0.56944 -1.38981
N -1.16725 0.08970 -1.72997
C -1.04274 1.44113 -1.25575
H -2.23566 -1.61523 -1.66803
H -3.01351 -0.09338 -0.85590
H -0.06990 1.57723 -0.78435
H -1.82293 1.75303 -0.55102
H -1.04002 2.11483 -2.11585
C 1.66378 0.30947 1.48245
S 1.84193 -1.07431 0.35644
S 1.40998 -2.66463 1.64222
H 0.63493 0.62936 1.62586
H 2.20844 1.12297 0.99530
H 2.14993 0.08599 2.42668
H 2.66773 -3.10671 1.82174

***

Model R:
15
Properties=species:S:1:pos:R:3 method="wB97M-V/def2-TZVPD" smiles="C=CN.CSS" gap_ev=8.692 charge=0
C 2.34652 -1.33748 -1.17041
C 1.58443 -0.18548 -1.22508
N 0.35666 0.07525 -1.86506
H 2.31388 -2.17549 -1.86457
H 3.07864 -1.43764 -0.36148
H 1.96140 0.79079 -0.91201
H -0.58908 -0.35219 -1.62535
H 0.23520 1.09397 -2.09991
C -2.41967 1.08181 1.37638
S -1.91672 -0.48807 2.39544
S 0.21350 -0.20096 2.46017
H -1.68882 1.22747 0.50610
H -3.35596 0.61542 1.06259
H -2.40037 2.01405 2.04949
H 0.28039 -0.72145 1.27371

***

It comes down to model P, which is 21.5 kcal/mol more stable than the next structure.

***

Model P:
15
Properties=species:S:1:pos:R:3 method="wB97M-V/def2-TZVPD" smiles=CNCCSS gap_ev=9.516 charge=0
C -2.28698 0.29398 0.09876
N -1.01046 -0.27950 -0.32042
C 0.07163 -0.08958 0.63595
C 1.24436 -0.98847 0.29912
S 1.86217 -0.72831 -1.40519
S 3.19569 0.82578 -1.11501
H -3.06647 -0.10310 -0.55036
H -2.29447 1.38537 0.07869
H -2.49251 -0.01145 1.12214
H -0.72266 0.12966 -1.20008
H 0.43218 0.94274 0.70005
H -0.28731 -0.36706 1.62510
H 0.92547 -2.02824 0.34313
H 2.10333 -0.82112 0.94081
H 2.32603 1.83930 -1.25269

***

Model Q:
15
Properties=species:S:1:pos:R:3 method="wB97M-V/def2-TZVPD" smiles=NCCCSS gap_ev=8.474 charge=0
N 1.40926 -2.40193 1.92777
C 2.15155 -1.46529 1.16723
C 1.16297 -0.79727 0.09635
C 0.94462 0.69553 0.41134
S -1.00981 1.07075 0.12681
S -1.75603 0.97459 -1.81448
H 0.46155 -2.24474 2.22425
H 1.83639 -3.19569 2.36853
H 2.78077 -2.13245 0.50908
H 2.77051 -0.74875 1.75202
H 0.24253 -1.36559 0.12103
H 1.56346 -1.10142 -0.91470
H 0.89413 1.45430 -0.41254
H 1.04549 1.32337 1.30110
H -1.01843 -0.11658 -1.90940

***

It comes down to model P, which is 54.5 kcal/mol more stable than the next structure.

***

Model P:
15
Properties=species:S:1:pos:R:3 method="wB97M-V/def2-TZVPD" gap_ev=9.314 charge=0
C -1.43509 -1.01787 -0.85208
C 0.59206 0.38147 1.16861
C -0.95216 0.37493 -0.41291
O 1.64463 -1.52833 -0.18993
O 2.45595 0.80452 -0.66919
O -1.83736 1.19378 0.03166
S 1.99181 -0.19684 0.24288
H -0.69209 -1.79341 -0.90322
H -1.88250 -0.93653 -1.92082
H -2.15431 -1.24443 -0.08804
H 0.72670 1.37138 1.48658
H 0.02379 -0.26218 1.77685
H -0.18610 0.89100 -1.17838
H -1.44380 2.09919 0.27844
H 3.14849 -0.13666 1.22954

***

Model Q:
15
Properties=species:S:1:pos:R:3 method="wB97M-V/def2-TZVPD" smiles="CSCC(=O)O.O" gap_ev=10.257 charge=0
C 0.00000 0.00000 0.00000
S -0.62282 1.62084 -0.48660
C 0.86189 2.63950 -0.23572
C 0.53474 4.12681 -0.13050
O 1.17874 5.05290 -0.62356
O -0.52545 4.33272 0.70890
H 0.41880 0.01252 1.02032
H 0.82268 -0.16486 -0.71598
H -0.70900 -0.84124 -0.07898
H 1.64198 2.60281 -1.02030
H 1.33357 2.34618 0.72185
H -1.04731 3.50876 0.91081
O -3.81032 1.16420 -2.00315
H -3.03565 1.53567 -1.52341
H -4.57203 1.71156 -1.70574

***

It comes down to model Q, which is 90.8 kcal/mol more stable than the next structure.

***

Model P:
25
Properties=species:S:1:pos:R:3 method="wB97M-V/def2-TZVPD" multiplicity=2 gap_ev="4.374 / 9.994" charge=0 s2=0.751
N 0.50982 2.67438 0.42192
C 0.16446 1.24626 -0.13564
C -0.98229 0.77556 0.71722
C -1.14885 -0.82170 0.33338
C -2.70919 -1.19441 0.10448
C 1.52702 0.31317 -0.02948
N 1.73080 -0.57789 -1.14833
C 1.56693 -2.02338 -0.72974
H 1.04103 2.58245 1.29195
H -0.38008 3.19347 0.73892
H 1.09942 3.22335 -0.28967
H -0.06169 1.44753 -1.19992
H -0.96715 0.73844 1.75114
H -1.93543 1.22495 0.33513
H -0.69202 -1.42742 0.99582
H -0.66728 -0.92578 -0.57480
H -3.22281 -1.09654 1.03192
H -3.22898 -0.60131 -0.58583
H -2.69068 -2.25587 -0.15180
H 2.25767 1.15822 -0.18159
H 1.70206 -0.19829 0.94538
H 2.57834 -0.35972 -1.65591
H 0.96995 -2.49539 -1.49889
H 1.07302 -2.03138 0.18754
H 2.46593 -2.56872 -0.67322

***

Model Q:
25
Properties=species:S:1:pos:R:3 method="wB97M-V/def2-TZVPD" multiplicity=2 gap_ev="8.350 / 8.860" charge=0 s2=0.754
C 1.21272 1.31305 -2.64767
C 0.19192 1.12486 -1.51475
C 0.47859 -0.02798 -0.63959
C 0.34493 0.07064 0.83917
C -1.09720 0.35996 1.31960
N -1.24242 0.46535 2.72552
C -1.86391 -0.58902 3.49258
N 1.76087 -2.07787 -3.04803
H 1.02639 2.29099 -3.09134
H 1.10399 0.57764 -3.43916
H 2.23264 1.19130 -2.29282
H -0.73373 0.85421 -2.04874
H 0.50737 -1.05862 -0.95482
H 0.01971 2.03730 -0.95347
H 1.02228 0.83013 1.26114
H 0.70800 -0.82526 1.35607
H -1.40092 1.26773 0.76966
H -1.77494 -0.38898 0.89234
H -0.57480 1.00942 3.24192
H -1.55900 -1.59707 3.17901
H -2.94806 -0.52500 3.38956
H -1.55114 -0.46377 4.52514
H 0.94711 -2.40191 -3.55794
H 2.37798 -2.87615 -2.97771
H 1.44621 -1.76983 -2.14060

***

Model R:
25
Properties=species:S:1:pos:R:3 method="wB97M-V/def2-TZVPD" multiplicity=2 gap_ev="4.344 / 9.846" charge=0 s2=0.750
N -1.81060 0.03858 -2.07979
C -2.15896 -0.55285 -0.72166
C -0.95294 -0.48737 0.30021
N 0.31857 -0.06514 -0.28666
C 1.05919 -1.13163 -0.96164
C 1.78307 -0.20601 1.77080
C 1.26550 0.66061 0.64252
C 0.50766 1.90058 1.21682
H -0.94114 -0.38556 -2.42156
H -2.65604 -0.05467 -2.70259
H -1.65723 1.07327 -2.04081
H -2.29149 -1.60943 -0.92682
H -2.98953 0.03089 -0.34930
H -1.28822 0.18938 1.07716
H -0.82531 -1.43313 0.84093
H 0.73029 -1.39530 -1.95976
H 2.07735 -0.75614 -1.10925
H 1.21027 -2.02627 -0.34188
H 2.17599 -1.13576 1.35190
H 2.59437 0.22493 2.34145
H 0.99792 -0.53759 2.45546
H 1.98066 1.06405 -0.07028
H -0.10472 2.29327 0.40107
H 1.14709 2.70643 1.57236
H -0.17179 1.59484 2.00133

***

It comes down to model Q, which is 35.2 kcal/mol more stable than the next structure.